No. 1
Formula: C39H31BF3NO2S
Source: the OMol25 dataset
Level of theory: the ωB97M-V functional and the def2-TZVPD basis

LUMO (eV): -1.2
Relative energy (zero: lowest compared OMol25 entry of this formula, charge and spin) (kcal/mol): 100.5
2S+1: 1
HOMO (eV): -6.958

Positions of all 78 atoms, in Å:
C 4.37237 3.98977 3.72470
N 4.08946 2.75716 4.44042
C 5.00681 2.39280 5.50007
C 3.05471 1.94313 4.08107
C 2.14174 2.33242 3.05716
C 1.26047 1.40461 2.52985
C 1.21124 0.09748 3.03688
C 0.46528 -1.01258 2.39522
C -0.53295 -1.63152 3.24386
C -0.57889 -3.00784 3.63404
C -1.82322 -3.52543 4.03448
C -2.87573 -2.67805 4.37801
C -2.69442 -1.28796 4.31258
C -1.55129 -0.77680 3.72650
C 0.64544 -3.82777 3.76911
C 1.80717 -3.50498 3.03947
C 3.00318 -4.17844 3.30185
C 3.00001 -5.35348 4.05606
C 1.82740 -5.73927 4.72735
C 0.70999 -4.90305 4.69444
C 1.97417 -0.20871 4.18658
C 2.89578 0.67461 4.70226
H 3.49536 4.65166 3.72253
H 5.19872 4.50065 4.22593
H 4.66155 3.79252 2.67593
H 5.60251 1.50073 5.24792
H 5.69082 3.23054 5.67198
H 4.46644 2.18262 6.43589
H 2.16006 3.34963 2.65813
H 0.60528 1.66090 1.68840
H -1.93974 -4.61195 4.13406
H -3.81519 -3.08495 4.75022
H -3.43730 -0.59332 4.70429
H -1.38456 0.30280 3.62377
H 3.93549 -3.78349 2.90445
H 3.91345 -5.95036 4.11640
H 1.80173 -6.67307 5.29392
H -0.12572 -5.03685 5.38605
H 1.86021 -1.19897 4.63107
H 3.51339 0.37704 5.55051
C -2.08388 0.99933 -3.49562
C -1.98303 1.20934 -2.03408
C -3.04656 1.36459 -1.14575
C -2.71566 1.05694 0.20613
C -1.38857 0.67290 0.28237
B 1.66755 -2.50656 1.86935
C 2.81164 -1.64179 1.15145
C 4.19453 -1.87023 1.11856
C 5.07570 -0.83880 0.75755
C 4.57540 0.39176 0.35165
C 5.47741 1.59795 0.27499
F 4.76211 2.76541 0.16986
F 6.22484 1.72232 1.42539
F 6.36000 1.58101 -0.76594
C 3.21829 0.54047 0.10715
C 2.36591 -0.49556 0.48856
O -0.89988 -0.46714 0.90509
C -1.49777 -1.73899 0.71660
C -0.64994 -2.89426 0.65045
C -1.29578 -4.13197 0.45689
C -2.66792 -4.24640 0.63041
C -3.45297 -3.12773 0.86805
C -2.86697 -1.85993 0.85162
O 0.69165 -2.94330 0.80620
S -0.49299 1.07504 -1.16888
H -2.63195 1.83497 -3.94731
H -1.08448 0.93643 -3.94102
H -2.61577 0.05728 -3.71466
H -4.04845 1.64583 -1.46620
H -3.40543 0.98725 1.05338
H 4.61029 -2.84589 1.36798
H 6.15358 -0.98347 0.82634
H 2.83901 1.47864 -0.28464
H 1.29590 -0.34491 0.36689
H -0.66979 -4.99778 0.23579
H -3.12438 -5.23538 0.58512
H -4.52163 -3.21224 1.04369
H -3.48323 -0.97729 1.01233

=====

No. 2
Formula: CH3ClIOP
Source: the OMol25 dataset
Level of theory: the ωB97M-V functional and the def2-TZVPD basis

SMILES: COP(Cl)I
LUMO (eV): -0.6
Relative energy (zero: lowest compared OMol25 entry of this formula, charge and spin) (kcal/mol): 0.0
2S+1: 1
HOMO (eV): -9.740

Positions of all 8 atoms, in Å:
C 0.50947 -0.91929 0.48854
O -0.49660 -0.66249 -0.56695
P -1.00063 0.64973 -1.22270
Cl -1.69314 1.78931 0.87925
I 0.89532 2.12857 -1.58053
H 0.15452 -1.83808 0.84979
H 0.17346 -0.21221 1.11516
H 1.45759 -0.93554 0.03745

=====

No. 3
Formula: C23H29N8PSSeY
Source: the OMol25 dataset
Level of theory: the ωB97M-V functional and the def2-TZVPD basis

LUMO (eV): -8.6
Charge: +3
2S+1: 1
HOMO (eV): -16.444

Positions of all 64 atoms, in Å:
Y 0.33090 -1.30168 -0.66089
N 5.80069 -2.36302 -0.10002
C 4.85113 -1.94264 -0.94522
C 3.47973 -1.92942 -0.59806
N 2.56436 -1.51557 -1.47313
C 2.96269 -1.10063 -2.68575
C 4.31556 -1.09579 -2.99866
N 5.23957 -1.49762 -2.14716
H 5.58247 -2.83258 0.76128
H 6.74911 -2.41412 -0.43988
H 3.14220 -2.25837 0.37937
H 2.21301 -0.78660 -3.40129
H 4.65490 -0.75736 -3.97055
N -1.63384 -0.26456 -0.99542
S -2.73493 -0.64699 0.19268
C -4.33810 -0.69795 -0.53424
C -4.68633 -1.60957 -1.52952
C -5.96706 -1.56021 -2.04562
C -6.87742 -0.61952 -1.56726
C -6.51855 0.27686 -0.57140
C -5.23690 0.24424 -0.04226
C -2.29477 -2.34974 0.54162
C -1.72180 -3.16639 -0.44116
C -1.30347 -4.45010 -0.10008
C -1.45732 -4.90290 1.20688
C -2.04360 -4.08754 2.16488
C -2.45650 -2.79904 1.84023
H -2.12700 0.01407 -1.83905
H -3.98689 -2.35465 -1.88474
H -6.26566 -2.26063 -2.81331
H -7.87951 -0.59398 -1.97388
H -7.23483 0.99725 -0.20166
H -4.94641 0.92992 0.74376
H -1.73342 -2.85489 -1.48562
H -0.89999 -5.10850 -0.85915
H -1.13793 -5.90202 1.47060
H -2.17449 -4.44980 3.17577
H -2.89148 -2.15591 2.59590
C 2.91605 4.14391 0.32044
N 2.70963 3.16675 1.49463
C 1.43350 3.59477 2.25566
N 0.32645 3.65674 1.36890
C 0.58639 4.58517 0.26956
N 1.76076 4.17945 -0.50382
C 1.54457 2.95369 -1.26730
P 1.17512 1.52501 -0.13986
C 2.61045 1.74776 1.01705
C -0.11609 2.34477 0.90869
H 3.79837 3.81102 -0.22504
H 3.10292 5.11938 0.76863
H 3.50530 3.24455 2.13204
H 1.65293 4.57524 2.67733
H 1.27903 2.86390 3.04892
H 0.76012 5.58049 0.67874
H -0.28241 4.62852 -0.38445
H 2.42584 2.73374 -1.87339
H 0.70823 3.10091 -1.95258
H 3.54615 1.49062 0.51759
H 2.48780 1.10485 1.89098
H -0.34564 1.70968 1.76787
H -1.02692 2.45176 0.31752
Se 0.81369 -0.09262 4.12744
C 0.68454 -0.79591 2.55717
N 0.60509 -1.25623 1.45929

=====

No. 4
Formula: C4H8N2O
Source: the OMol25 dataset
Level of theory: the ωB97M-V functional and the def2-TZVPD basis

SMILES: C=CCC(=O)NN
LUMO (eV): 0.9
Relative energy (zero: lowest compared OMol25 entry of this formula, charge and spin) (kcal/mol): 67.5
2S+1: 1
HOMO (eV): -8.847

Positions of all 15 atoms, in Å:
C -0.19352 -1.41028 -1.74982
C -0.02145 -0.15035 -1.31238
C 1.25765 0.33067 -0.49843
C 0.74266 0.28194 0.91002
O 1.11629 -0.49507 1.78040
N -0.55613 0.87947 0.93584
N -1.50550 0.46828 1.89543
H 0.48266 -2.21203 -1.46956
H -0.83764 -1.60866 -2.60007
H -0.64361 0.63646 -1.72936
H 1.46736 1.36382 -0.78747
H 2.12280 -0.32730 -0.61558
H -0.80548 1.64258 0.31230
H -1.22206 -0.47049 2.21461
H -1.40403 1.07096 2.71406

=====

Q: Look up the LUMO of the fourth one.
A: 0.9 eV

=====

Repeat the fourth record exactly.
Formula: C4H8N2O
Source: the OMol25 dataset
Level of theory: the ωB97M-V functional and the def2-TZVPD basis

SMILES: C=CCC(=O)NN
LUMO (eV): 0.9
Relative energy (zero: lowest compared OMol25 entry of this formula, charge and spin) (kcal/mol): 67.5
2S+1: 1
HOMO (eV): -8.847

Positions of all 15 atoms, in Å:
C -0.19352 -1.41028 -1.74982
C -0.02145 -0.15035 -1.31238
C 1.25765 0.33067 -0.49843
C 0.74266 0.28194 0.91002
O 1.11629 -0.49507 1.78040
N -0.55613 0.87947 0.93584
N -1.50550 0.46828 1.89543
H 0.48266 -2.21203 -1.46956
H -0.83764 -1.60866 -2.60007
H -0.64361 0.63646 -1.72936
H 1.46736 1.36382 -0.78747
H 2.12280 -0.32730 -0.61558
H -0.80548 1.64258 0.31230
H -1.22206 -0.47049 2.21461
H -1.40403 1.07096 2.71406

=====

Q: Number 3 is which compound?
A: C23H29N8PSSeY